Record 1
{
  "formula": "C4H3FO",
  "method": "ωB97M-V/def2-TZVPD",
  "elements": ["C", "C", "C", "C", "H", "H", "H", "O", "F"],
  "positions_angstrom": [[-0.56644, 0.47949, -1.16364], [-0.51481, -0.53270, 0.05780], [0.39618, -0.07722, 1.10103], [1.26890, 0.35054, 1.80555], [-0.80444, 0.09444, -2.15411], [-1.31876, 1.22499, -0.89500], [1.97359, 0.79822, 2.44150], [-1.21727, -1.49591, 0.18759], [0.70942, 0.94766, -1.29973]],
  "forces_ev_per_a": [[0.08, -1.43, 0.66], [-0.57, 0.74, -0.63], [0.54, 0.01, -0.22], [-0.79, -0.13, -0.34], [-0.46, -0.69, 0.37], [0.38, 0.44, 0.04], [0.47, 0.11, 0.40], [-0.06, -0.08, -0.33], [0.40, 1.04, 0.04]],
  "orbital_gap_ev": 10.65,
  "e_homo_ev": -10.58,
  "mol_weight_g_mol": 86.07,
  "de_lowest_ev": 1.637,
  "smiles": "C#CC(=O)CF"
}

Record 2
{
  "formula": "C25H35N3Ti",
  "method": "ωB97M-V/def2-TZVPD",
  "elements": ["C", "C", "H", "H", "H", "H", "H", "H", "C", "C", "C", "C", "H", "H", "H", "H", "N", "C", "C", "N", "C", "C", "C", "H", "H", "C", "H", "H", "Ti", "C", "H", "H", "H", "C", "C", "C", "C", "C", "C", "C", "C", "N", "C", "C", "C", "C", "H", "H", "H", "H", "H", "H", "H", "H", "H", "H", "H", "H", "H", "H", "H", "H", "H", "H"],
  "positions_angstrom": [[-0.75483, 1.12816, 2.97805], [-0.66840, -0.35879, 2.95894], [0.21504, 1.63415, 3.20600], [-1.66636, 1.49625, 3.45246], [-0.91563, 1.32300, 1.88010], [-0.29699, -0.60911, 1.87942], [-0.21199, -0.93402, 3.78310], [-1.64467, -0.84871, 2.88272], [0.93809, 2.66392, -1.79267], [1.05667, 3.48660, -2.89032], [0.82754, 2.98127, -4.15080], [0.52082, 1.64899, -4.32057], [0.96918, 2.93175, -0.73354], [1.30445, 4.52011, -2.72992], [0.96778, 3.61848, -5.00438], [0.41729, 1.21772, -5.29313], [0.70642, 1.33870, -2.01423], [0.50156, 0.75379, -3.25457], [0.39164, -0.71790, -3.30498], [0.61982, -1.38884, -2.10831], [0.41471, -2.72596, -1.93331], [0.18846, -2.93910, -4.30483], [0.28044, -3.51749, -3.05691], [0.37531, -3.01460, -0.87805], [0.29540, -4.58611, -2.92738], [0.17572, -1.56229, -4.39508], [0.10868, -1.08012, -5.34821], [0.19044, -3.56828, -5.18538], [0.57149, -0.07930, -0.76468], [-1.43369, -0.13970, -0.54283], [-1.79235, -1.01217, -1.14783], [-1.88143, 0.79664, -0.99799], [-1.83619, -0.33259, 0.48537], [2.99846, -1.30115, 5.02420], [2.92128, -0.26890, 3.92721], [3.21408, 1.07292, 4.20287], [3.14521, 2.06332, 3.21689], [3.53901, 3.47619, 3.54431], [2.70699, 1.70635, 1.93605], [2.47119, 0.35520, 1.60549], [2.54002, -0.60926, 2.62443], [2.38930, -0.06433, 0.25641], [3.70292, -0.47808, -0.34094], [4.78203, 0.58567, -0.09872], [4.21095, -1.76890, 0.31129], [3.57837, -0.69740, -1.83389], [4.00066, -1.34911, 5.47323], [2.30131, -1.07583, 5.84534], [2.75564, -2.29394, 4.63451], [3.53898, 1.37458, 5.21463], [2.86807, 3.89872, 4.29711], [4.54932, 3.52117, 3.96215], [3.51125, 4.11901, 2.66194], [2.67459, 2.45798, 1.14228], [2.37298, -1.65452, 2.36240], [5.09496, 0.59798, 0.95438], [5.66197, 0.29539, -0.68869], [4.45210, 1.58098, -0.42620], [3.47338, -2.58077, 0.23297], [5.12525, -2.05427, -0.22733], [4.48557, -1.59691, 1.35915], [3.23420, 0.20648, -2.34355], [2.92668, -1.53987, -2.07404], [4.57566, -0.94135, -2.23556]],
  "forces_ev_per_a": [[0.25, 0.85, -1.64], [-0.29, -2.19, -1.63], [-1.05, -0.31, 0.33], [0.57, 0.26, 0.46], [-0.04, 0.62, 0.84], [0.40, -0.36, 2.11], [0.48, 0.62, -0.59], [-0.37, 0.43, 0.17], [-0.48, -1.71, -0.64], [-0.11, 0.61, 0.76], [0.31, 0.02, 0.12], [0.09, -1.78, -0.17], [0.30, 0.24, -0.47], [0.03, 0.26, -0.09], [-0.18, 0.13, -0.27], [-0.18, 0.14, -0.61], [0.03, 0.98, -1.53], [0.63, 2.66, 0.48], [0.46, -2.79, 0.75], [-1.26, -1.14, -2.05], [0.40, 1.65, -0.54], [0.41, -0.02, 0.34], [0.02, -0.70, 0.87], [0.32, -0.46, -0.55], [-0.23, -0.21, -0.07], [0.27, 1.89, -0.43], [-0.25, -0.02, -0.55], [-0.25, 0.15, -0.07], [3.32, -0.20, 5.29], [-1.44, 0.00, 0.73], [0.27, 0.65, 0.28], [0.35, -0.91, 0.65], [0.21, 0.50, -0.85], [0.01, -0.16, 0.09], [-0.34, 0.38, 0.01], [0.21, 0.13, 0.05], [-0.38, -0.30, -0.03], [-0.07, 0.17, 0.05], [0.22, -0.40, -0.29], [0.45, 0.18, 1.39], [0.31, 0.14, -0.02], [-3.20, 0.20, -1.97], [0.27, -0.03, 0.47], [0.13, 0.04, -0.02], [0.14, -0.08, -0.12], [0.26, -0.20, -0.35], [-0.23, 0.07, -0.20], [0.15, -0.01, -0.30], [0.04, 0.11, 0.11], [-0.18, -0.30, -0.58], [0.04, 0.00, -0.07], [-0.12, -0.08, -0.08], [-0.01, -0.06, 0.08], [0.07, -0.17, 0.22], [-0.05, 0.23, 0.15], [-0.21, 0.24, -0.31], [-0.18, 0.17, 0.14], [0.15, -0.19, 0.16], [0.22, 0.14, 0.07], [-0.23, -0.12, 0.20], [-0.16, -0.19, -0.30], [-0.02, 0.03, -0.08], [0.18, 0.06, -0.01], [-0.44, 0.12, 0.09]],
  "orbital_gap_ev": [5.18, 5.18],
  "e_homo_ev": [-13.60, -13.60],
  "mol_weight_g_mol": 425.44,
  "total_charge": 2
}

Record 3
{
  "formula": "C17H41Cl3O18P4S2",
  "method": "ωB97M-V/def2-TZVPD",
  "elements": ["C", "C", "Cl", "C", "Cl", "C", "C", "C", "C", "Cl", "O", "S", "O", "O", "O", "C", "P", "O", "O", "S", "H", "H", "H", "H", "H", "H", "H", "H", "H", "H", "H", "H", "H", "H", "C", "O", "P", "O", "O", "C", "O", "C", "H", "H", "H", "H", "H", "H", "H", "H", "H", "C", "O", "P", "O", "O", "C", "O", "C", "H", "H", "H", "H", "H", "H", "H", "H", "H", "C", "O", "P", "O", "O", "C", "O", "C", "H", "H", "H", "H", "H", "H", "H", "H", "H"],
  "positions_angstrom": [[0.03198, 0.06292, 1.43484], [0.74050, 0.79812, 0.27821], [0.76196, -0.37791, -1.11280], [2.18388, 1.24403, 0.66879], [3.25911, -0.18395, 0.56838], [2.69579, 2.45633, -0.14750], [2.23135, 2.53977, -1.61052], [2.74348, 3.78276, -2.37444], [2.02616, 3.86005, -3.75022], [1.00781, 5.34810, -3.88056], [2.09498, 3.66462, 0.43775], [3.18083, 4.78402, 0.86896], [3.13557, 5.07466, 2.24787], [3.18659, 5.95076, 0.06620], [4.56884, 4.01048, 0.41999], [4.19251, 2.65102, 0.18730], [5.53835, 1.94171, -0.90853], [5.05138, 0.72451, -1.86015], [6.15528, 3.19648, -1.73354], [6.93439, 1.26010, 0.25096], [0.37982, -0.96888, 1.53080], [0.18869, 0.62277, 2.36420], [-1.03287, 0.02516, 1.18074], [0.12320, 1.63718, -0.04844], [2.15733, 1.54473, 1.72245], [2.40581, 1.61386, -2.17674], [1.13815, 2.64080, -1.57753], [3.82980, 3.80347, -2.51356], [2.39169, 4.66092, -1.82745], [1.33077, 3.02804, -3.89775], [2.73286, 3.84247, -4.58174], [4.41163, 2.16055, 1.14490], [4.34170, 1.00079, -2.46602], [6.98631, 2.84771, -2.10278], [6.85120, -5.41852, -0.74426], [6.04283, -5.99448, 0.29653], [4.79432, -5.02030, 0.86700], [5.47626, -4.43529, 2.05916], [3.83634, -6.27597, 1.23851], [4.26078, -7.63332, 1.22558], [3.43465, -4.03509, 0.81929], [3.28544, -3.21165, -0.35140], [7.62565, -6.13448, -1.00881], [6.24653, -5.21245, -1.62943], [7.31955, -4.49581, -0.39394], [5.05413, -7.79996, 1.95444], [4.58729, -7.93075, 0.23091], [3.40346, -8.24654, 1.50004], [3.21693, -3.83194, -1.24989], [4.13175, -2.52596, -0.44228], [2.37116, -2.63541, -0.25088], [-5.77800, -3.85680, -0.30908], [-5.57214, -2.49003, -0.70639], [-3.99650, -2.09156, -1.16430], [-3.59639, -1.51546, 0.16597], [-4.44381, -0.93047, -2.20472], [-5.78972, -0.49803, -2.35640], [-2.44443, -2.07648, -1.81825], [-1.90361, -3.36461, -2.16220], [-6.82055, -3.97449, -0.02370], [-5.56277, -4.53355, -1.13759], [-5.14182, -4.10321, 0.54435], [-6.16428, -0.07496, -1.42380], [-6.42400, -1.31848, -2.68615], [-5.81520, 0.27693, -3.12098], [-2.52395, -3.85668, -2.91512], [-1.83597, -3.99732, -1.27285], [-0.90579, -3.21860, -2.56892], [-7.57379, 1.56642, 3.06416], [-6.80977, 2.15575, 1.99926], [-6.09667, 3.64017, 2.35154], [-7.13618, 4.54380, 1.77342], [-4.84192, 3.39804, 1.35591], [-4.75841, 2.32264, 0.42727], [-5.17936, 4.77598, 3.18314], [-5.13032, 4.63086, 4.61264], [-7.99178, 0.62917, 2.70450], [-6.93500, 1.35813, 3.92436], [-8.38775, 2.23240, 3.36083], [-5.55790, 2.38672, -0.31210], [-4.78569, 1.36442, 0.94263], [-3.80400, 2.39854, -0.09222], [-4.69885, 3.66577, 4.88944], [-6.13335, 4.72121, 5.03846], [-4.50418, 5.42351, 5.01422]],
  "forces_ev_per_a": [[-0.10, 0.41, -0.55], [0.15, -0.89, 0.65], [-0.26, 0.56, -0.10], [-1.11, -0.16, -0.53], [0.11, 0.73, 0.37], [0.18, 0.67, -0.27], [0.23, 0.06, -0.27], [-0.95, -0.24, -0.30], [0.06, -0.16, 0.14], [0.33, -0.35, -0.08], [0.90, 0.33, 0.68], [1.45, 1.80, -0.49], [-0.26, -1.44, 1.01], [-0.81, -0.21, -1.11], [-2.60, -0.14, -0.06], [1.21, -0.71, -0.15], [2.46, -0.86, 1.73], [-0.58, 1.56, -0.26], [-1.32, -0.86, -0.55], [-0.41, -0.06, -0.30], [0.15, 0.26, 0.10], [-0.16, -0.19, -0.09], [0.13, -0.07, 0.26], [0.28, 0.01, 0.07], [0.08, 0.00, -0.23], [0.12, 0.09, 0.31], [0.22, -0.11, 0.03], [-0.18, 0.12, 0.18], [0.60, -0.05, -0.01], [0.13, 0.13, 0.09], [-0.15, 0.25, 0.09], [-0.13, -0.37, -0.41], [0.09, -0.26, -0.03], [0.03, 0.34, 0.14], [0.24, 0.06, 0.05], [-1.55, 1.68, -2.47], [-0.30, -1.96, 7.27], [0.15, 0.48, -1.27], [0.06, 0.08, -0.88], [-0.05, -0.18, 0.12], [1.42, -0.39, -2.87], [-0.02, -0.11, -0.02], [-0.05, -0.05, 0.09], [0.11, -0.03, -0.07], [0.01, -0.03, 0.00], [0.08, 0.01, -0.09], [0.10, -0.02, 0.06], [-0.08, 0.17, 0.05], [-0.07, 0.09, -0.05], [-0.04, 0.01, -0.08], [-0.01, -0.07, 0.07], [-0.06, -0.05, 0.20], [1.25, -2.52, -2.12], [0.48, 7.74, 3.48], [0.05, -1.25, -0.11], [-0.08, -1.08, -0.45], [-0.28, 0.20, -0.05], [-1.63, -2.90, -0.97], [0.13, 0.01, 0.00], [0.01, 0.11, -0.02], [-0.11, -0.08, 0.06], [-0.02, 0.02, 0.00], [-0.06, -0.11, 0.02], [-0.07, 0.04, 0.11], [0.27, -0.03, 0.00], [0.13, -0.05, -0.07], [0.08, -0.02, -0.03], [-0.03, 0.10, 0.03], [-0.23, -0.02, -0.03], [1.21, 0.14, 3.11], [-0.18, 3.43, -6.71], [-0.12, -0.55, 1.26], [0.06, -0.48, 0.68], [0.07, -0.16, -0.17], [-0.71, -2.65, 1.74], [-0.02, 0.10, 0.05], [0.05, 0.04, -0.09], [-0.08, -0.11, 0.02], [0.00, -0.03, -0.02], [-0.07, -0.06, 0.07], [-0.07, -0.04, -0.13], [0.01, 0.20, 0.11], [0.06, 0.06, 0.10], [0.05, 0.03, 0.06], [0.00, 0.02, -0.11]],
  "orbital_gap_ev": 7.13,
  "e_homo_ev": -9.07,
  "mol_weight_g_mol": 827.89,
  "de_lowest_ev": 2.533,
  "smiles": "C[C@H](Cl)[C@@H](Cl)[C@@]1(CCCCl)OS(=O)(=O)O[C@@H]1P(O)(O)=S.COP(=O)(OC)OC.COP(=O)(OC)OC.COP(=O)(OC)OC"
}